The following is a quantum chemistry calculation of a 4-piece molecular cluster, C2H9N2O overall in a non-equilibrium geometry, from OMol25.

```
! wB97M-V def2-TZVPD RIJCOSX def2/J DEFGRID3
* xyz 1 1
O 0.80 0.03 2.39
N -0.39 0.63 -0.43
N -0.94 -1.22 1.02
C -0.24 1.03 -1.96
C -0.70 -0.70 -0.23
H 0.69 0.37 3.25
H 0.02 -0.47 2.01
H -1.35 -2.19 0.87
H -0.75 -1.35 -1.30
H -0.12 2.10 -1.95
H 1.35 0.19 0.75
H -1.15 0.58 -2.54
H 0.64 0.46 -2.44
H 2.14 0.54 0.55
*
```

Computed properties:
Energy relative to the best compared isomer or geometry (same formula, charge and spin)   226.61 kcal/mol
HOMO energy   -15.08 eV
Energy   -7232.5292 eV

=====

The following is a quantum chemistry calculation of a 2-piece molecular cluster, C6H13O2 overall in a non-equilibrium geometry, from OMol25.

```
! wB97M-V def2-TZVPD RIJCOSX def2/J DEFGRID3
* xyz -1 1
O -2.40 -1.94 -1.27
O -0.48 3.84 1.58
C -0.78 2.75 0.90
C 1.40 -2.66 0.53
C 0.29 -0.51 0.15
C 1.14 -1.42 -0.34
C -0.02 0.76 -0.59
C 0.42 2.02 0.28
H -1.95 -1.99 -2.12
H 0.78 -2.60 1.42
H -1.50 2.90 0.02
H 1.80 -1.38 -1.20
H 1.13 1.72 1.04
H -2.45 -0.99 -1.10
H -1.03 0.90 -0.98
H -1.24 2.00 1.67
H 0.62 0.81 -1.47
H 0.88 2.71 -0.44
H 2.44 -2.65 0.85
H -0.22 -0.70 1.08
H 1.17 -3.57 -0.02
*
```

Computed properties:
Energy relative to the best compared isomer or geometry (same formula, charge and spin)   78.03 kcal/mol
HOMO energy   -2.19 eV
Energy   -10526.3210 eV

=====

The following is a quantum chemistry calculation of C3H6NaO4 as an isolated structure in a non-equilibrium geometry, from OMol25.

```
! wB97M-V def2-TZVPD RIJCOSX def2/J DEFGRID3
* xyz 0 2
Na -2.42 -2.09 1.35
O -1.07 1.19 1.14
O 0.80 -3.57 -3.66
O -1.52 -1.08 -1.09
O -0.73 0.70 -0.15
C 0.14 1.50 1.82
C -0.80 -0.68 -0.16
C 1.07 2.33 1.03
H 1.17 -2.68 -3.69
H 0.14 -3.51 -2.95
H 2.14 2.12 1.06
H -0.23 2.04 2.72
H 0.70 3.15 0.41
H 0.62 0.57 2.16
*
```

Computed properties:
Energy relative to the best compared isomer or geometry (same formula, charge and spin)   125.17 kcal/mol
HOMO energy (spin up / spin down)   -7.09 / -7.09 eV
Energy   -15808.3253 eV

=====

The following is a quantum chemistry calculation of C40H46N3O8RbS as an isolated structure, from OMol25.

```
! wB97M-V def2-TZVPD RIJCOSX def2/J DEFGRID3
* xyz -2 1
Rb 0.45 0.56 0.85
S -1.42 -2.37 -0.85
O 1.94 5.17 1.44
O 1.49 3.09 1.27
O 2.06 2.44 -4.97
O 1.92 1.86 -1.07
O 2.98 1.17 -3.50
O 2.85 7.12 -4.24
O 2.59 7.94 -2.27
O -0.08 -1.73 -0.93
N 1.82 4.15 0.79
N 2.65 6.99 -3.04
N 2.48 2.22 -3.84
C 2.41 3.31 -2.88
C -0.81 -6.20 -1.16
C 1.30 -6.79 -2.15
C -1.17 -3.99 -0.03
C 2.13 3.00 -1.46
C 2.34 0.50 3.55
C 2.09 4.22 -0.65
C -0.38 -0.23 -4.73
C -1.53 0.24 -5.33
C -0.02 -7.11 -1.85
C -1.67 -1.90 -3.55
C -2.82 -1.42 -4.17
C -1.75 -3.01 -2.55
C -2.18 2.20 0.44
C 4.20 -0.37 1.94
C -0.21 -2.23 3.78
C -2.80 1.02 0.00
C -2.75 -0.36 -5.06
C 0.23 0.73 5.01
C 2.48 5.66 -2.52
C -2.85 1.04 2.28
C -0.44 -1.31 -3.85
C 2.26 5.47 -1.16
C -3.20 0.64 3.69
C 2.33 -2.88 2.00
C 1.13 -0.01 4.06
C 0.94 -1.30 3.52
C -1.72 3.35 2.71
C -4.05 -0.96 1.18
C -2.23 2.22 1.85
C 1.81 -5.56 -1.76
C 2.91 1.84 3.95
C 2.53 4.57 -3.38
C -2.96 0.61 -1.44
C 2.90 -0.46 2.69
C -0.30 -4.97 -0.75
C -1.59 3.26 -0.44
C 1.03 -4.66 -1.05
C -3.21 0.29 1.14
C 2.04 -1.58 2.68
H -1.48 1.09 -6.01
H 2.86 -2.74 1.05
H 3.82 2.07 3.39
H 4.93 -1.12 2.27
H -0.64 0.14 5.30
H 4.66 0.61 2.07
H 2.84 -5.30 -1.99
H -5.10 -0.74 1.41
H -2.11 4.22 -0.34
H -1.84 -6.45 -0.93
H -2.83 -0.36 3.94
H 0.11 -3.20 4.18
H -2.04 0.22 -1.89
H 4.07 -0.51 0.86
H 1.92 -7.49 -2.70
H 1.43 -3.70 -0.75
H -0.80 -2.44 2.88
H -0.54 3.46 -0.23
H -2.13 4.32 2.38
H -2.76 -3.44 -2.52
H -3.66 0.01 -5.52
H -2.01 3.22 3.75
H -1.03 -3.80 -2.75
H 2.96 -3.55 2.61
H -1.65 2.97 -1.50
H -3.27 1.44 -2.07
H 2.68 4.71 -4.44
H 2.21 2.66 3.78
H -4.29 0.63 3.85
H -3.73 -0.17 -1.54
H 0.58 0.24 -4.92
H 0.45 -1.66 -3.36
H 2.21 6.32 -0.50
H -0.44 -8.06 -2.16
H -3.78 -1.87 -3.93
H -0.91 -1.80 4.50
H -4.04 -1.50 0.23
H 3.18 1.86 5.02
H -3.70 -1.65 1.95
H -0.63 3.45 2.69
H -0.76 -3.70 0.94
H -2.17 -4.39 0.14
H 1.42 -3.45 1.78
H -0.15 1.66 4.57
H -2.78 1.33 4.42
H 0.76 1.01 5.93
*
```

Computed properties:
Energy relative to the best compared isomer or geometry (same formula, charge and spin)   4.96 kcal/mol
HOMO energy   -0.94 eV
Energy   -74561.2298 eV